# C3H4OS

A 2-piece molecular cluster, C3H4OS overall (ωB97M-V/def2-TZVPD, the Open Molecules 2025 dataset).

The geometry in XYZ format:
```
9
C3H4OS ωB97M-V/def2-TZVPD
C -0.66238 0.38367 -0.86822
H -1.34379 -1.07782 1.43858
S 0.85822 1.05552 1.60726
H -1.72638 0.12646 -0.91606
H -0.25458 1.20924 -1.33746
C -0.03364 0.11448 0.51333
C 0.28551 -0.65903 -0.70345
O 0.97474 -1.46614 -1.30180
H 1.90231 0.31362 1.56781
```

Summary:
ΔE to the lowest compared entry with this formula, charge and spin = 89.01 kcal per mole
Lowest unoccupied orbital energy (alpha / beta) = 0.58 / -2.39 eV
<S²> = 2.010
Maximum force = 0.0627 Eh/bohr
HOMO-LUMO gap (alpha / beta) = 8.1702 / 7.0838 eV
HOMO energy (alpha / beta) = -7.59 / -9.48 eV
Multiplicity = 3

The computed Mulliken charges, all in e, follow: C -0.3452; H 0.0749; S -0.1701; H 0.2230; H 0.2750; C -0.2960; C 0.6078; O -0.5202; H 0.1508